Below is an isolated molecule of C4H7NO, with properties calculated with wB97M-V/def2-TZVPD.

Properties
**Highest occupied orbital energy**: -7.1 eV
**Net charge**: 0
**Largest force on an atom**: 0.60 eV Å⁻¹
**E_tot**: -7794.9364 eV
**Gap between HOMO and LUMO**: 7.9221 eV

XYZ file:
```
13
C4H7NO | the OMol25 dataset | wB97M-V/def2-TZVPD
O -1.32596 -1.02977 2.13538
C -1.18107 -0.77458 0.96874
N -0.02296 -0.01393 0.49855
C 0.48300 -0.45124 -0.78706
C 1.71959 -0.17719 -1.16289
C -0.54779 1.39667 0.40346
H -1.87594 -1.00560 0.14853
H 0.70195 -0.07404 1.21768
H -0.26310 -0.92139 -1.41912
H 2.40613 0.35120 -0.50749
H 2.06952 -0.45223 -2.15191
H -0.95523 1.56196 -0.58793
H -1.20812 1.59013 1.24406
```

Results of the Löwdin charge analysis, in e, for atoms 1 through 2:
1. O 0.0717
2. C -0.2873